Entry a
Below is 12 unconnected molecules or ions with the total composition H24O12, with properties calculated with the ωB97M-V functional and the def2-TZVPD basis.

- SMILES: O.O.O.O.O.O.O.O.O.O.O.O
- HOMO energy: -9.84 eV
- Spin multiplicity: 1

Cartesian coordinates (Å):
O1 -1.90 1.25 1.19
H1 -2.84 1.43 1.14
H2 -1.80 0.68 1.96
O2 -0.60 -0.31 3.21
H3 0.03 -0.90 2.79
H4 -0.13 0.03 3.97
O3 -2.06 -0.53 -2.26
H5 -1.58 -0.94 -1.54
H6 -1.62 0.30 -2.41
O4 2.51 -0.34 0.55
H7 2.66 -1.28 0.43
H8 2.92 -0.15 1.39
O5 0.75 -2.03 -2.73
H9 1.67 -2.14 -2.50
H10 0.49 -1.21 -2.30
O6 -0.23 3.27 1.63
H11 -0.79 2.55 1.35
H12 -0.24 3.87 0.88
O7 -1.69 2.90 -1.00
H13 -1.68 2.15 -0.41
H14 -1.31 2.57 -1.81
O8 -0.26 1.31 -3.03
H15 -0.03 1.37 -3.96
H16 0.57 1.16 -2.58
O9 1.08 -2.21 2.60
H17 1.41 -2.57 1.78
H18 1.83 -2.26 3.20
O10 2.35 1.02 -1.94
H19 2.61 0.87 -1.03
H20 3.03 0.58 -2.45
O11 -1.82 -2.75 1.28
H21 -1.79 -3.67 1.03
H22 -0.92 -2.44 1.18
O12 -0.35 -0.85 -0.05
H23 -0.80 -0.27 0.56
H24 0.52 -0.45 -0.15

=====

Entry b
Below is 12 unconnected molecules or ions with the total composition H24O12, with properties calculated with the ωB97M-V functional and the def2-TZVPD basis.

- SMILES: O.O.O.O.O.O.O.O.O.O.O.O
- HOMO energy: -8.84 eV
- Spin multiplicity: 1

Cartesian coordinates (Å):
O1 0.29 0.50 -0.33
H1 -0.19 0.02 -0.96
H2 1.28 0.26 -0.52
O2 -2.38 -2.60 -0.18
H3 -2.23 -1.95 0.52
H4 -1.46 -3.05 -0.09
O3 -5.56 0.34 -0.69
H5 -4.61 0.24 -0.56
H6 -5.95 -0.31 -0.10
O4 2.04 -2.37 -2.23
H7 1.29 -2.84 -2.60
H8 2.40 -2.86 -1.54
O5 1.42 0.41 2.97
H9 0.70 0.75 2.46
H10 0.99 -0.35 3.40
O6 -2.28 2.98 -0.91
H11 -2.53 2.89 -1.89
H12 -1.55 3.54 -0.76
O7 4.42 -2.07 -0.38
H13 4.90 -1.38 0.05
H14 4.26 -2.78 0.32
O8 4.33 2.77 0.99
H15 3.32 2.68 0.90
H16 4.48 3.59 0.52
O9 -1.40 0.76 0.97
H17 -2.24 0.26 1.31
H18 -1.55 1.63 1.30
O10 -2.43 0.37 -0.59
H19 -3.02 1.01 -0.47
H20 -2.93 -0.39 -0.96
O11 2.58 1.32 -2.21
H21 2.67 1.70 -1.40
H22 3.46 1.46 -2.60
O12 -1.13 -1.93 2.19
H23 -1.14 -2.62 1.50
H24 -0.27 -1.97 2.60

=====

Short version: entry b is the least stable of them.

=====

Entry a
Below is 12 unconnected molecules or ions with the total composition H24O12, with properties calculated with the ωB97M-V functional and the def2-TZVPD basis.

- SMILES: O.O.O.O.O.O.O.O.O.O.O.O
- HOMO energy: -10.07 eV
- Spin multiplicity: 1

Cartesian coordinates (Å):
O1 2.89 -0.65 -0.15
H1 3.22 -0.32 0.70
H2 3.69 -0.88 -0.64
O2 -1.95 3.09 0.18
H3 -1.05 3.14 -0.17
H4 -2.42 3.79 -0.27
O3 -0.43 -0.41 2.81
H5 -1.15 -0.67 3.40
H6 0.37 -0.78 3.22
O4 -3.94 -0.54 0.30
H7 -4.13 -0.50 1.24
H8 -3.08 -1.00 0.24
O5 -0.31 0.12 -0.07
H9 -0.36 0.16 0.90
H10 0.33 0.82 -0.31
O6 0.55 -1.87 -2.00
H11 0.69 -1.52 -1.10
H12 1.25 -2.52 -2.14
O7 -0.42 -2.95 1.35
H13 -0.80 -2.65 0.49
H14 -0.01 -2.16 1.73
O8 2.57 0.89 -2.65
H15 2.52 0.15 -2.02
H16 3.51 1.07 -2.72
O9 -1.03 0.28 -2.67
H17 -0.98 0.46 -1.71
H18 -0.51 -0.53 -2.79
O10 -2.05 -2.34 -0.85
H19 -1.64 -1.90 -1.60
H20 -2.22 -3.24 -1.15
O11 0.48 2.35 3.57
H21 0.13 1.48 3.31
H22 1.43 2.22 3.63
O12 1.22 2.50 -0.64
H23 1.91 2.95 -0.13
H24 1.73 1.97 -1.30

=====

Entry b
Below is a molecular structure, H24O12, with properties calculated with the ωB97M-V functional and the def2-TZVPD basis.

- HOMO energy: -10.21 eV
- Spin multiplicity: 1

Cartesian coordinates (Å):
O1 -1.97 1.84 0.90
H1 -2.57 2.42 1.39
H2 -2.53 1.17 0.49
O2 0.73 -1.67 1.82
H3 0.30 -0.96 2.34
H4 1.66 -1.65 2.08
O3 -2.82 -0.73 0.01
H5 -2.16 -1.39 0.30
H6 -3.66 -1.21 -0.04
O4 3.45 0.54 -1.95
H7 2.55 0.86 -1.78
H8 3.85 1.22 -2.51
O5 -0.64 -2.57 -2.30
H9 -1.21 -1.88 -2.66
H10 -0.44 -2.28 -1.40
O6 0.60 0.34 -0.43
H11 0.73 -0.61 -0.32
H12 -0.32 0.48 -0.20
O7 -0.08 3.97 0.39
H13 -0.72 3.27 0.15
H14 0.02 4.49 -0.41
O8 -0.51 -2.56 0.56
H15 0.11 -2.21 1.23
H16 -0.67 -3.47 0.83
O9 -0.51 0.47 3.00
H17 -0.94 1.00 2.31
H18 -1.02 0.62 3.80
O10 -2.15 -0.10 -2.61
H19 -1.78 0.79 -2.65
H20 -2.55 -0.17 -1.72
O11 2.09 1.98 1.31
H21 1.36 2.59 1.12
H22 1.84 1.16 0.86
O12 3.49 -2.09 -0.99
H23 2.69 -2.36 -1.46
H24 3.78 -1.28 -1.45

=====

Entry c
Below is 12 unconnected molecules or ions with the total composition H24O12, with properties calculated with the ωB97M-V functional and the def2-TZVPD basis.

- SMILES: O.O.O.O.O.O.O.O.O.O.O.O
- HOMO energy: -9.77 eV
- Spin multiplicity: 1

Cartesian coordinates (Å):
O1 1.39 -1.96 2.75
H1 1.65 -2.78 3.17
H2 1.55 -2.10 1.82
O2 -0.02 2.81 1.63
H3 -0.71 3.46 1.73
H4 -0.13 2.23 2.39
O3 1.69 -2.37 -0.24
H5 0.86 -2.17 -0.68
H6 1.80 -3.31 -0.36
O4 -0.58 -0.25 0.20
H7 0.16 0.14 0.65
H8 -0.58 0.16 -0.67
O5 -2.17 -1.31 2.00
H9 -1.84 -2.20 2.12
H10 -1.60 -0.92 1.34
O6 1.04 0.72 3.75
H11 1.90 1.13 3.80
H12 1.19 -0.10 3.27
O7 -1.73 3.03 -1.54
H13 -2.23 2.21 -1.61
H14 -0.84 2.78 -1.80
O8 1.28 -0.81 -2.79
H15 1.99 -1.41 -3.03
H16 0.48 -1.26 -3.07
O9 0.63 1.90 -2.12
H17 0.87 1.00 -2.34
H18 1.46 2.34 -1.96
O10 -0.99 -2.97 -1.52
H19 -1.72 -2.36 -1.66
H20 -1.04 -3.58 -2.26
O11 -3.18 0.84 -1.87
H21 -3.25 -0.08 -1.62
H22 -4.06 1.08 -2.14
O12 2.47 1.87 1.17
H23 2.66 1.92 0.23
H24 1.62 2.30 1.26

=====

Short version: entry b is the least stable of them.

=====

Entry a
Below is a single CH4N2O molecule, with properties calculated with the ωB97M-V functional and the def2-TZVPD basis.

- SMILES: NC(N)=O
- HOMO energy: -9.97 eV
- Spin multiplicity: 1

Cartesian coordinates (Å):
N1 -0.24 1.12 -0.24
C1 0.68 0.17 -0.59
N2 0.36 -1.13 -0.14
O1 1.66 0.39 -1.30
H1 -0.65 1.04 0.73
H2 -0.19 2.08 -0.50
H3 -0.67 -1.17 0.10
H4 0.87 -1.85 -0.77

=====

Entry b
Below is 2 unconnected molecules or ions with the total composition CH4N2O, with properties calculated with the ωB97M-V functional and the def2-TZVPD basis.

- SMILES: C#[N+][O-].N
- HOMO energy: -9.89 eV
- Spin multiplicity: 1

Cartesian coordinates (Å):
C1 1.71 0.08 1.54
N1 1.75 -0.27 0.45
O1 2.07 -0.73 -0.59
H1 1.38 0.62 2.38
N2 -1.54 0.09 -0.68
H2 -1.07 -0.18 -1.54
H3 -1.92 0.95 -0.98
H4 -2.39 -0.56 -0.58

=====

Entry c
Below is 2 unconnected molecules or ions with the total composition CH4N2O, with properties calculated with the ωB97M-V functional and the def2-TZVPD basis.

- HOMO energy (spin up / spin down): -8.71 / -8.01 eV
- Spin multiplicity: 1

Cartesian coordinates (Å):
C1 0.34 -0.50 -0.69
N1 1.34 0.29 -0.20
N2 -1.34 0.10 0.91
O1 0.04 -1.27 -1.49
H1 1.03 0.90 0.48
H2 2.18 -0.11 -0.04
H3 -2.29 -0.36 0.67
H4 -1.31 0.95 0.35

=====

Entry d
Below is a single CH4N2O molecule, with properties calculated with the ωB97M-V functional and the def2-TZVPD basis.

- SMILES: N/C=[NH+]/[O-]
- HOMO energy: -7.88 eV
- Spin multiplicity: 1

Cartesian coordinates (Å):
N1 -1.19 0.32 -0.41
C1 0.17 0.36 -0.23
N2 0.82 -0.45 0.52
O1 2.11 -0.78 0.41
H1 -1.65 1.21 -0.46
H2 -1.69 -0.37 0.12
H3 0.72 1.19 -0.66
H4 0.71 -1.49 0.72

=====

Short version: entry d is the least stable of them.